# 1
{"formula": "C6H10O", "method": "ωB97M-V with the def2-TZVPD basis set", "total_energy_ha": -309.691896, "gap_ev": 8.658, "relative_energy_kj_mol": 395.07, "lumo_ev": 0.9, "total_charge": 0, "symbols": ["C", "C", "O", "C", "C", "C", "C", "H", "H", "H", "H", "H", "H", "H", "H", "H", "H"], "coordinates": [[2.247, -0.918, -0.684], [-0.391, -0.244, -0.857], [1.489, 0.113, -0.056], [-0.971, -0.868, 0.406], [-1.453, 0.257, 1.301], [-1.393, 1.415, 0.644], [-0.857, 1.197, -0.756], [3.253, -0.971, -0.255], [2.300, -0.654, -1.739], [1.742, -1.887, -0.602], [1.444, -0.058, 0.895], [-1.817, -1.485, 0.059], [-0.291, -1.590, 0.881], [-1.847, 0.117, 2.305], [-1.728, 2.376, 1.027], [-0.071, 1.896, -1.060], [-1.655, 1.305, -1.509]], "nbo_charge": [-0.247, 0.137, -0.656, -0.616, -0.234, -0.201, -0.615, 0.171, 0.207, 0.182, 0.482, 0.254, 0.220, 0.210, 0.210, 0.247, 0.248]}

---

# 2
{"formula": "C6H10O", "method": "ωB97M-V with the def2-TZVPD basis set", "total_energy_ha": -309.666104, "gap_ev": 7.953, "relative_energy_kj_mol": 462.79, "lumo_ev": 1.1, "total_charge": 0, "symbols": ["C", "C", "C", "C", "C", "C", "O", "H", "H", "H", "H", "H", "H", "H", "H", "H", "H"], "coordinates": [[-0.931, -1.737, 0.618], [0.088, -1.427, -0.426], [-1.545, 1.100, 0.663], [-1.389, -0.325, 0.404], [1.462, -0.902, -0.371], [-0.604, 2.099, 0.048], [-2.380, 0.327, -0.242], [-1.497, -2.521, 0.370], [-0.450, -1.806, 1.699], [-0.011, -1.680, -1.506], [-1.981, 1.316, 1.661], [1.866, -0.477, 0.624], [1.580, -0.374, -1.377], [2.149, -1.705, -0.573], [-1.185, 2.979, -0.226], [-0.246, 1.619, -0.940], [0.217, 2.318, 0.748]], "nbo_charge": [-0.438, -0.264, 0.050, 0.276, -0.646, -0.640, -0.466, 0.226, 0.204, 0.201, 0.188, 0.212, 0.216, 0.205, 0.218, 0.233, 0.226]}

---

# 3
{"formula": "C6H10O", "method": "ωB97M-V with the def2-TZVPD basis set", "total_energy_ha": -309.720447, "gap_ev": 8.550, "relative_energy_kj_mol": 320.11, "smiles": "C=C/C=C/C=C.O", "lumo_ev": 0.3, "total_charge": 0, "symbols": ["C", "C", "C", "C", "C", "C", "H", "H", "H", "H", "H", "H", "H", "H", "O", "H", "H"], "coordinates": [[-1.304, -1.008, 0.491], [-0.041, -1.415, 0.616], [0.984, -0.379, 0.553], [0.992, 0.953, 0.343], [2.306, 1.591, 0.074], [2.649, 2.871, 0.144], [-2.035, -1.696, 0.315], [-1.367, 0.052, 0.634], [0.224, -2.322, 1.194], [2.008, -0.886, 0.695], [0.295, 1.766, -0.018], [2.990, 0.891, -0.459], [1.944, 3.677, 0.603], [3.566, 3.257, -0.382], [-4.061, -2.651, -1.525], [-4.725, -2.243, -0.889], [-4.424, -2.458, -2.389]], "nbo_charge": [-0.331, -0.243, -0.193, -0.263, -0.208, -0.406, 0.205, 0.197, 0.218, 0.197, 0.228, 0.196, 0.192, 0.209, -0.939, 0.470, 0.470]}

---

# 4
{"formula": "C6H10O", "method": "ωB97M-V with the def2-TZVPD basis set", "total_energy_ha": -309.684494, "gap_ev": 9.337, "relative_energy_kj_mol": 414.50, "smiles": "C[C@H]1C[C@]2(CO2)C1", "lumo_ev": 0.9, "total_charge": 0, "symbols": ["C", "C", "C", "C", "C", "O", "C", "H", "H", "H", "H", "H", "H", "H", "H", "H", "H"], "coordinates": [[-2.233, -0.233, 0.265], [-0.904, 0.152, -0.364], [0.208, -0.935, -0.385], [1.178, 0.101, 0.144], [2.827, 0.208, -0.232], [2.190, -0.042, 1.032], [0.039, 1.086, 0.437], [-2.082, -0.640, 1.272], [-2.902, 0.631, 0.347], [-2.742, -0.998, -0.332], [-1.067, 0.559, -1.368], [0.070, -1.701, 0.381], [0.417, -1.410, -1.349], [3.034, -0.765, -0.705], [2.014, 0.817, -0.817], [0.096, 2.143, 0.155], [-0.144, 1.024, 1.520]], "nbo_charge": [-0.605, -0.203, -0.445, 0.274, -0.231, -0.485, -0.436, 0.205, 0.213, 0.213, 0.203, 0.223, 0.221, 0.153, 0.251, 0.224, 0.225]}

---

# 5
{"formula": "C6H10O", "method": "ωB97M-V with the def2-TZVPD basis set", "total_energy_ha": -309.672086, "gap_ev": 8.329, "relative_energy_kj_mol": 447.08, "lumo_ev": 0.8, "total_charge": 0, "symbols": ["O", "C", "C", "C", "C", "C", "C", "H", "H", "H", "H", "H", "H", "H", "H", "H", "H"], "coordinates": [[0.670, -1.540, 1.302], [1.710, -1.127, 0.746], [1.837, 0.140, 0.157], [0.709, 1.062, 0.422], [-0.774, 0.731, -0.552], [-1.275, -0.682, -0.961], [-1.860, 0.012, 0.201], [2.599, -1.790, 0.693], [2.725, 0.488, -0.354], [0.371, 0.290, -0.621], [0.880, 2.098, 0.139], [0.257, 0.926, 1.404], [-1.009, 1.555, -1.218], [-1.807, -0.720, -1.906], [-0.608, -1.512, -0.743], [-2.851, 0.447, 0.115], [-1.576, -0.377, 1.175]], "nbo_charge": [-0.731, 0.324, -0.623, -0.337, -0.425, -0.358, -0.397, 0.119, 0.226, 0.487, 0.237, 0.251, 0.243, 0.227, 0.266, 0.228, 0.263]}

---

# 6
{"formula": "C6H10O", "method": "ωB97M-V with the def2-TZVPD basis set", "total_energy_ha": -309.691042, "gap_ev": 7.436, "relative_energy_kj_mol": 397.31, "lumo_ev": -0.3, "total_charge": 0, "symbols": ["C", "C", "O", "C", "C", "C", "C", "H", "H", "H", "H", "H", "H", "H", "H", "H", "H"], "coordinates": [[-1.560, -0.465, -0.513], [-0.705, -1.129, 0.561], [0.578, -1.440, -0.038], [1.582, -0.621, 0.057], [1.782, 0.533, 0.812], [0.760, 1.333, 1.343], [-0.881, 0.723, -1.206], [-2.497, -0.155, -0.037], [-1.813, -1.228, -1.257], [-0.545, -0.476, 1.420], [-1.109, -2.101, 0.856], [2.389, -0.981, -0.586], [0.202, 0.607, -1.216], [2.850, 0.759, 0.865], [1.229, 2.179, 1.880], [-1.184, 0.799, -2.252], [-1.077, 1.663, -0.688]], "nbo_charge": [-0.421, -0.090, -0.439, 0.384, -0.543, -0.272, -0.606, 0.219, 0.201, 0.239, 0.191, 0.186, 0.200, 0.193, 0.120, 0.204, 0.233]}

---

# 7
{"formula": "C6H10O", "method": "ωB97M-V with the def2-TZVPD basis set", "total_energy_ha": -309.788674, "gap_ev": 10.521, "relative_energy_kj_mol": 140.98, "smiles": "C[C@H]1C[C@H]2OC[C@@H]12", "lumo_ev": 1.1, "total_charge": 0, "symbols": ["C", "C", "C", "C", "O", "C", "C", "H", "H", "H", "H", "H", "H", "H", "H", "H", "H"], "coordinates": [[1.759, -0.559, -0.289], [0.784, 0.346, 0.446], [0.062, 1.457, -0.375], [-1.284, 0.805, -0.044], [-1.642, -0.219, -0.991], [-1.226, -1.254, -0.082], [-0.596, -0.238, 0.868], [2.106, -1.375, 0.356], [2.637, 0.010, -0.615], [1.303, -0.999, -1.183], [1.288, 0.777, 1.319], [0.181, 2.456, 0.057], [0.279, 1.494, -1.447], [-2.140, 1.428, 0.236], [-0.574, -2.000, -0.554], [-2.096, -1.765, 0.355], [-0.783, -0.351, 1.937]], "nbo_charge": [-0.613, -0.205, -0.430, 0.112, -0.537, -0.059, -0.269, 0.209, 0.214, 0.207, 0.205, 0.210, 0.217, 0.180, 0.175, 0.172, 0.212]}

---

# 8
{"formula": "C6H10O", "method": "ωB97M-V with the def2-TZVPD basis set", "total_energy_ha": -309.651927, "gap_ev": [9.180, 9.181], "relative_energy_kj_mol": 500.01, "smiles": "C[C@H]1CC#C[C@H]1O.[H][H]", "lumo_ev": [-0.2, -0.2], "total_charge": 0, "symbols": ["C", "C", "C", "C", "C", "C", "O", "H", "H", "H", "H", "H", "H", "H", "H", "H", "H"], "coordinates": [[1.946, -0.702, 0.082], [0.783, 0.178, 0.504], [0.608, 1.507, -0.331], [-0.918, 1.793, -0.381], [-1.302, 0.726, 0.120], [-0.631, -0.551, 0.448], [-0.754, -1.567, -0.508], [1.826, -1.053, -0.949], [2.884, -0.136, 0.141], [2.038, -1.583, 0.725], [0.910, 0.476, 1.552], [0.965, 1.392, -1.361], [1.173, 2.333, 0.113], [-0.884, -1.010, 1.405], [-0.694, -1.160, -1.383], [-4.259, -0.557, -0.133], [-3.690, -0.086, -0.045]], "nbo_charge": [-0.616, -0.216, -0.394, -0.144, 0.050, 0.023, -0.690, 0.209, 0.219, 0.222, 0.211, 0.215, 0.225, 0.209, 0.472, 0.017, -0.013]}

---

# 9
{"formula": "C6H10O", "method": "ωB97M-V with the def2-TZVPD basis set", "total_energy_ha": -309.607907, "gap_ev": [7.892, 7.648], "relative_energy_kj_mol": 615.59, "lumo_ev": [0.6, 0.5], "total_charge": 0, "symbols": ["C", "C", "C", "C", "O", "C", "C", "H", "H", "H", "H", "H", "H", "H", "H", "H", "H"], "coordinates": [[1.299, 0.603, -1.662], [0.642, 0.755, -0.366], [-0.817, 0.894, -0.182], [-0.823, -0.321, 0.778], [-1.999, -0.677, 1.405], [0.498, -0.157, 1.437], [-0.194, -1.362, -0.045], [1.458, 1.633, -1.992], [2.279, 0.128, -1.616], [0.704, 0.122, -2.445], [-1.484, 0.733, -1.045], [-1.088, 1.821, 0.333], [-2.020, -0.245, 2.292], [0.865, -1.016, 2.001], [0.867, 0.777, 1.823], [0.072, -2.311, 0.400], [-0.253, -1.391, -1.105]], "nbo_charge": [-0.713, 0.134, -0.531, 0.144, -0.700, -0.338, -0.340, 0.244, 0.235, 0.182, 0.191, 0.215, 0.470, 0.202, 0.218, 0.199, 0.189]}

---

# 10
{"formula": "C6H10O", "method": "ωB97M-V with the def2-TZVPD basis set", "total_energy_ha": -309.815470, "gap_ev": 10.825, "relative_energy_kj_mol": 70.63, "smiles": "O=CCCC1CC1", "lumo_ev": 1.0, "total_charge": 0, "symbols": ["O", "C", "C", "C", "C", "C", "C", "H", "H", "H", "H", "H", "H", "H", "H", "H", "H"], "coordinates": [[-3.047, -0.056, 1.133], [-2.358, -1.050, 1.120], [-0.990, -1.112, 0.484], [-0.164, 0.158, 0.681], [1.104, 0.129, -0.141], [1.054, 0.532, -1.588], [1.754, 1.407, -0.585], [-2.716, -1.998, 1.584], [-0.456, -1.993, 0.861], [-1.137, -1.278, -0.595], [0.077, 0.268, 1.746], [-0.772, 1.028, 0.404], [1.781, -0.691, 0.101], [1.656, -0.018, -2.306], [0.099, 0.878, -1.979], [2.839, 1.453, -0.615], [1.276, 2.342, -0.305]], "nbo_charge": [-0.522, 0.449, -0.512, -0.392, -0.227, -0.427, -0.415, 0.104, 0.210, 0.237, 0.208, 0.221, 0.209, 0.215, 0.212, 0.215, 0.214]}